{
  "formula": "C4H9NO2",
  "method": "the ωB97M-V functional and the def2-TZVPD basis",
  "elements": ["C", "O", "C", "H", "H", "H", "O", "H", "H", "H", "C", "H", "H", "N", "C", "H"],
  "positions_angstrom": [[1.42215, 1.05287, 0.23663], [2.47609, 1.14935, -0.34859], [0.09568, 1.12239, -0.49421], [0.60530, -0.84168, -1.23262], [0.17120, 1.92906, -1.20929], [2.27949, 0.63067, 1.99327], [-1.41588, -2.28936, -0.68833], [-0.65374, -1.17898, 0.85931], [-2.10665, -0.49266, 0.10961], [0.58395, 0.84891, 2.17610], [-1.16187, -1.01334, -0.08995], [-1.94875, -2.79506, -0.05898], [-0.66201, 1.48004, 0.21080], [1.38328, 0.80864, 1.57404], [-0.28232, -0.24422, -1.03709], [-0.78591, -0.16664, -2.00071]],
  "forces_ev_per_angstrom": [[-0.4, 0.1, -0.2], [0.4, -0.1, -0.2], [0.0, 0.6, 1.1], [0.2, 0.0, 0.0], [0.2, -0.2, -0.6], [0.0, 0.1, 0.2], [-0.3, 0.1, 0.3], [0.1, 0.2, 0.2], [0.1, 0.1, -0.1], [-0.2, 0.0, -0.3], [-0.2, -0.6, -0.1], [0.2, 0.0, -0.3], [-0.2, -0.2, 0.0], [0.4, -0.2, 0.3], [-0.1, -0.1, -0.5], [-0.1, 0.1, 0.0]],
  "smiles": "NC(=O)CCCO",
  "charge": 0,
  "energy_ha": -363.0569,
  "lumo_energy_ev": 0.73
}

---

{
  "formula": "C4H9NO2",
  "method": "the ωB97M-V functional and the def2-TZVPD basis",
  "elements": ["C", "N", "H", "H", "O", "C", "O", "H", "C", "H", "C", "H", "H", "H", "H", "H"],
  "positions_angstrom": [[0.03395, -2.19526, 0.84785], [0.53971, -1.03212, 1.28726], [-0.28335, -1.09869, -1.40056], [0.83346, -1.01124, 2.25572], [-0.17697, -0.14741, -1.65975], [-0.44614, 0.55043, -0.39874], [-0.37586, -2.40948, -0.28966], [1.20744, 0.91090, 1.05250], [0.77307, 0.12009, 0.40375], [1.13875, -0.16081, -0.76295], [-0.45742, 2.03851, -0.68150], [0.55697, 2.40765, -0.87989], [-1.07022, 2.21908, -1.56619], [-0.86979, 2.60910, 0.15889], [-1.40728, 0.18333, -0.03303], [0.00637, -2.98808, 1.61130]],
  "forces_ev_per_angstrom": [[-0.1, -0.2, -0.1], [0.1, -0.2, -0.3], [-0.1, 0.4, -0.4], [0.0, 0.2, -0.4], [-1.5, 0.2, -0.3], [-0.4, -0.1, -0.7], [0.2, 0.0, 0.4], [0.0, -0.5, -0.8], [0.1, -0.2, -1.0], [1.6, 0.3, 3.5], [-0.1, 0.0, -0.1], [-0.2, -0.1, 0.0], [0.0, 0.1, 0.1], [0.1, -0.2, -0.1], [0.0, 0.2, 0.2], [0.0, 0.1, 0.0]],
  "smiles": "C[C@@H](O)CNC=O",
  "charge": 0,
  "energy_ha": -363.0044,
  "lumo_energy_ev": 0.73
}

---

{
  "formula": "C4H9NO2",
  "method": "the ωB97M-V functional and the def2-TZVPD basis",
  "elements": ["N", "C", "O", "C", "H", "H", "H", "H", "H", "O", "H", "C", "H", "H", "C", "H"],
  "positions_angstrom": [[-0.77548, 1.07711, -1.08279], [-0.22412, 0.04851, -0.20048], [1.97530, -1.57513, -1.08273], [-1.07114, -0.20881, 1.07329], [-2.24452, -1.39743, 0.07182], [-1.08203, 1.84700, -0.48592], [-1.26033, 0.74594, 1.56803], [-1.68916, 0.73562, -1.38146], [3.17970, 0.00454, -0.93426], [-2.35733, -0.72218, 0.75383], [-0.49608, -0.89800, 1.70004], [1.23023, 0.34709, 0.11882], [-0.28912, -0.91436, -0.71998], [1.44674, 1.40502, 0.19868], [2.20021, -0.45548, -0.71402], [1.45712, -0.03945, 1.11713]],
  "forces_ev_per_angstrom": [[-0.8, 0.0, 0.3], [-0.7, -0.3, 0.4], [-0.1, -0.2, -0.1], [0.3, 0.3, -0.8], [-0.1, 0.0, 0.2], [0.4, 0.2, -0.1], [0.1, -0.1, 0.3], [0.2, -0.1, -0.3], [0.0, 0.1, 0.1], [0.2, 0.0, -0.2], [-0.2, 0.1, 0.3], [0.0, -0.7, 0.5], [0.4, 0.1, -0.2], [0.1, 0.2, -0.4], [0.2, 0.4, -0.2], [0.0, 0.0, 0.3]],
  "smiles": "N[C@H](CO)CC=O",
  "charge": 0,
  "energy_ha": -363.0175,
  "lumo_energy_ev": 0.87
}

---

{
  "formula": "C4H9NO2",
  "method": "the ωB97M-V functional and the def2-TZVPD basis",
  "elements": ["H", "C", "C", "N", "H", "H", "C", "C", "H", "O", "O", "H", "H", "H", "H", "H"],
  "positions_angstrom": [[1.74719, -2.15661, 1.12714], [1.50158, -0.05328, 0.81032], [0.94735, -1.48544, 0.83402], [-0.78425, 1.03450, 1.35753], [-1.21874, 0.18270, -4.59231], [-0.12059, 0.89309, -0.46624], [-1.84197, 0.38087, 0.72036], [0.29098, 1.11008, 0.51912], [0.04250, -1.57295, 1.43499], [-1.84472, -0.25644, -0.29836], [2.52523, 0.12568, 0.12209], [1.65834, 0.14966, 1.89968], [0.77352, 2.08265, 0.48490], [-1.57777, 0.70728, -4.97872], [-2.79748, 0.54124, 1.24231], [0.69881, -1.68302, -0.21684]],
  "forces_ev_per_angstrom": [[0.0, 0.1, 0.2], [3.4, -4.1, 3.1], [-0.9, 0.8, -2.0], [2.2, -0.2, -0.6], [0.0, 0.1, 0.0], [1.2, -0.6, -0.6], [-1.6, -0.1, 0.6], [-4.8, 3.2, -0.9], [0.2, 0.0, 0.1], [0.5, -0.3, -0.4], [-0.8, 0.9, -0.8], [-0.3, 1.4, -0.2], [0.9, -0.4, 0.9], [0.0, -0.1, 0.0], [0.1, 0.1, 0.2], [-0.2, -0.5, 0.2]],
  "charge": 0,
  "energy_ha": -362.8285,
  "lumo_energy_ev": -3.37
}

---

{
  "formula": "C4H9NO2",
  "method": "the ωB97M-V functional and the def2-TZVPD basis",
  "elements": ["C", "H", "H", "N", "H", "H", "C", "H", "H", "C", "C", "H", "H", "O", "O", "H"],
  "positions_angstrom": [[2.17166, -0.08409, 0.10021], [-1.91694, 1.61580, 0.48207], [0.03100, 0.28876, 1.26240], [0.99272, 0.17048, -0.51786], [-1.40657, 1.42937, -1.20534], [0.98288, 0.22704, -1.52477], [-1.04793, 1.48294, -0.16988], [3.03336, -0.07868, -0.59233], [-1.49605, -1.08621, -0.99679], [-0.26568, 0.23166, 0.21043], [-1.09055, -1.04406, 0.02393], [-1.95204, -0.99662, 0.71006], [-0.40899, 2.36494, -0.07692], [2.29537, -0.29241, 1.29500], [-0.34248, -2.22032, 0.22252], [0.42024, -2.00859, 0.77726]],
  "forces_ev_per_angstrom": [[0.0, -0.1, 0.1], [0.1, -0.1, -0.1], [-0.1, 0.0, -0.1], [0.1, 0.0, 0.0], [0.1, 0.0, 0.1], [0.0, 0.0, 0.1], [-0.1, 0.0, 0.0], [-0.1, 0.0, 0.1], [0.1, 0.0, 0.1], [0.0, 0.0, 0.1], [-0.2, 0.3, -0.1], [0.2, 0.0, -0.1], [-0.1, -0.1, 0.0], [0.0, 0.0, -0.4], [0.2, 0.0, 0.1], [-0.1, -0.1, 0.0]],
  "smiles": "C[C@@H](CO)NC=O",
  "charge": 0,
  "energy_ha": -363.0532,
  "lumo_energy_ev": 0.84
}

---

{
  "formula": "C4H9NO2",
  "method": "the ωB97M-V functional and the def2-TZVPD basis",
  "elements": ["H", "H", "H", "C", "O", "H", "H", "H", "N", "C", "C", "H", "H", "C", "H", "O"],
  "positions_angstrom": [[2.33373, -0.28786, -0.60753], [-2.17708, -1.80603, 0.08104], [-0.06414, 1.46171, -1.09502], [-2.16337, -0.72146, -0.07013], [3.31770, 1.38699, 0.02781], [1.75545, 1.71116, 1.31480], [-2.92641, -0.46738, -0.81269], [-2.43698, -0.22988, 0.87011], [1.61326, 0.00695, 0.06659], [0.32331, -0.56444, 0.45140], [-0.80058, -0.23751, -0.54497], [0.40709, -1.65002, 0.58272], [0.03613, -0.14864, 1.42824], [2.23802, 1.11405, 0.52585], [-0.55502, -0.72925, -1.50104], [-0.90112, 1.16164, -0.71717]],
  "forces_ev_per_angstrom": [[-1.3, -1.2, -0.1], [0.1, 0.2, 0.0], [-0.1, 0.1, 0.0], [0.0, 0.0, 0.0], [0.0, 0.7, 0.5], [-0.1, -0.1, -0.1], [0.2, 0.0, 0.1], [0.1, -0.1, -0.1], [0.3, 0.3, 0.0], [0.1, 0.0, 0.0], [0.0, -0.3, 0.0], [0.1, 0.2, -0.1], [0.2, 0.0, -0.2], [0.3, 0.1, -0.1], [-0.1, 0.1, 0.1], [0.2, 0.1, -0.2]],
  "smiles": "C[C@@H](O)CNC=O",
  "charge": 0,
  "energy_ha": -363.0426,
  "lumo_energy_ev": 0.85
}

---

{
  "formula": "C4H9NO2",
  "method": "the ωB97M-V functional and the def2-TZVPD basis",
  "elements": ["C", "O", "O", "H", "H", "C", "C", "N", "H", "H", "H", "C", "H", "H", "H", "H"],
  "positions_angstrom": [[0.67823, -0.87914, -0.71412], [0.36781, 0.71658, 0.55336], [-1.14114, -0.94762, 0.52299], [1.68067, -0.45841, -0.70150], [1.88236, 0.40656, 1.88693], [-1.08310, 0.31682, 0.27056], [0.78898, 0.43368, 1.88001], [-1.16780, 0.62524, -1.14036], [0.62715, -1.91447, -0.40239], [0.45210, 1.23258, 2.55142], [0.23063, 0.05331, -2.61375], [-0.29217, -0.38899, -1.75952], [0.37467, -0.52640, 2.20086], [-1.70621, 1.00356, 0.86784], [-0.79059, 1.55567, -1.30224], [-0.90160, -1.22897, -2.10009]],
  "forces_ev_per_angstrom": [[0.1, 0.0, -0.2], [0.0, -0.1, -0.1], [0.0, 0.1, 0.0], [-0.2, 0.0, 0.0], [-0.2, 0.0, 0.0], [-0.2, 0.1, 0.0], [0.1, 0.0, 0.2], [0.1, 0.1, 0.0], [0.0, 0.2, 0.0], [0.1, -0.1, -0.1], [0.0, -0.1, 0.1], [0.1, -0.2, -0.1], [0.1, 0.1, 0.0], [0.1, -0.1, -0.1], [-0.1, -0.1, 0.0], [0.1, 0.1, 0.1]],
  "charge": 0,
  "energy_ha": -362.8999,
  "lumo_energy_ev": -0.17
}

---

{
  "formula": "C4H9NO2",
  "method": "the ωB97M-V functional and the def2-TZVPD basis",
  "elements": ["H", "H", "C", "H", "H", "N", "H", "H", "O", "C", "H", "H", "H", "C", "O", "C"],
  "positions_angstrom": [[1.01669, -0.18346, 1.96223], [-0.23780, -0.02008, -1.64132], [0.40349, 0.02084, -0.73512], [1.07265, -0.77543, -0.79555], [-1.58247, -1.51956, -1.05227], [-0.49819, -0.12340, 0.46405], [0.47798, -1.81253, 1.13399], [2.56821, 2.61093, -0.94913], [2.25859, 1.72715, -1.21515], [0.97637, 1.57072, -0.75494], [-2.44201, 0.03870, -0.39247], [-2.27295, -1.48498, 0.52048], [-0.54354, -1.06270, 2.38710], [-1.70192, -0.75485, -0.11814], [0.35594, 2.57033, -0.30486], [0.14895, -0.80167, 1.49108]],
  "forces_ev_per_angstrom": [[-1.4, -1.1, -1.1], [0.5, 0.2, 0.5], [-2.1, 4.3, 0.4], [1.8, -0.9, 0.0], [0.4, 2.0, 1.7], [-0.9, 0.4, -3.7], [0.5, 0.5, 0.4], [-0.4, -0.1, -0.2], [-0.8, -0.8, 0.3], [-1.0, 2.0, 1.9], [0.7, -0.7, -0.1], [0.8, 1.1, 0.3], [0.9, 0.8, -1.5], [-1.7, -2.0, -0.6], [1.9, -3.9, -1.7], [0.8, -1.7, 3.3]],
  "smiles": "CN(C)CC(=O)O",
  "charge": 0,
  "energy_ha": -362.9866,
  "lumo_energy_ev": 0.76
}

---

Copy entry 4 word for word.
{
  "formula": "C4H9NO2",
  "method": "the ωB97M-V functional and the def2-TZVPD basis",
  "elements": ["H", "C", "C", "N", "H", "H", "C", "C", "H", "O", "O", "H", "H", "H", "H", "H"],
  "positions_angstrom": [[1.74719, -2.15661, 1.12714], [1.50158, -0.05328, 0.81032], [0.94735, -1.48544, 0.83402], [-0.78425, 1.03450, 1.35753], [-1.21874, 0.18270, -4.59231], [-0.12059, 0.89309, -0.46624], [-1.84197, 0.38087, 0.72036], [0.29098, 1.11008, 0.51912], [0.04250, -1.57295, 1.43499], [-1.84472, -0.25644, -0.29836], [2.52523, 0.12568, 0.12209], [1.65834, 0.14966, 1.89968], [0.77352, 2.08265, 0.48490], [-1.57777, 0.70728, -4.97872], [-2.79748, 0.54124, 1.24231], [0.69881, -1.68302, -0.21684]],
  "forces_ev_per_angstrom": [[0.0, 0.1, 0.2], [3.4, -4.1, 3.1], [-0.9, 0.8, -2.0], [2.2, -0.2, -0.6], [0.0, 0.1, 0.0], [1.2, -0.6, -0.6], [-1.6, -0.1, 0.6], [-4.8, 3.2, -0.9], [0.2, 0.0, 0.1], [0.5, -0.3, -0.4], [-0.8, 0.9, -0.8], [-0.3, 1.4, -0.2], [0.9, -0.4, 0.9], [0.0, -0.1, 0.0], [0.1, 0.1, 0.2], [-0.2, -0.5, 0.2]],
  "charge": 0,
  "energy_ha": -362.8285,
  "lumo_energy_ev": -3.37
}